[1]
23
Properties=species:S:1:pos:R:3:forces:R:3:nbo_charge:R:1 method="wB97M-V/def2-TZVPD" orbital_gap_ev=8.420 largest_force_ev_per_a=3.64 lumo_ha=0.0343 charge=0 de_lowest_kj_mol=326.66
C 0.7863 -1.5274 0.3108 2.47 -1.99 -1.20 -0.20
C -0.2981 -2.3513 0.5053 -0.96 1.32 -1.38 -0.26
C -1.7594 -0.4162 -0.0174 -0.26 -2.50 0.30 -0.32
C 0.6494 -0.2329 -0.0832 -1.59 0.75 0.29 0.02
C -0.6364 0.3342 -0.1568 0.16 -1.57 0.36 0.20
C -1.5938 -1.7834 0.3063 1.21 -0.59 1.26 0.17
C 0.9962 2.7736 0.8598 0.48 -0.58 0.14 -0.41
N -0.6225 1.6654 -0.4945 0.20 0.31 0.90 -0.47
N 1.5754 0.7686 -0.2691 1.13 3.43 0.45 -0.17
N 0.7270 2.0344 -0.3489 1.83 -0.26 -1.63 -0.15
N -2.6728 -2.6172 0.6880 -0.55 0.18 -0.54 -0.82
N 2.5166 0.8765 -1.3318 -0.69 -0.59 0.51 -0.64
H 1.7792 -2.0721 0.2064 -1.04 1.13 0.51 0.21
H -0.0470 -3.4015 0.4940 -0.76 -0.22 0.72 0.22
H -2.7516 -0.0932 -0.2736 -0.26 0.49 0.28 0.22
H 0.6609 2.1377 1.6856 -0.08 0.53 0.53 0.18
H 2.1083 2.8811 0.9311 -1.06 0.14 -0.10 0.22
H 0.4905 3.7378 0.7916 0.08 -0.12 0.29 0.21
H -1.0085 1.6991 -1.4218 0.43 0.94 -0.71 0.37
H -2.8857 -3.2935 -0.0393 -0.21 0.02 0.27 0.37
H -3.4856 -2.0600 0.9244 -0.12 -0.27 -0.26 0.37
H 2.0304 0.4718 -2.0995 0.41 -0.45 -1.33 0.34
H 3.4412 0.4685 -1.1676 -0.85 -0.11 0.36 0.37



[2]
27
Properties=species:S:1:pos:R:3:forces:R:3:nbo_charge:R:1 method="wB97M-V/def2-TZVPD" orbital_gap_ev=8.535 largest_force_ev_per_a=4.26 lumo_ha=-0.3372 charge=+2 de_lowest_kj_mol=358.21
C -2.9179 -2.7251 -3.8571 -2.16 -2.07 -1.38 0.25
C 0.1442 -2.9060 -2.2282 -0.55 0.24 -1.07 0.70
C -2.1471 -1.8397 -1.9996 -1.23 -1.29 -1.18 0.56
C -0.3583 -0.9073 -0.7977 -0.39 0.78 1.28 0.30
C -1.4208 -3.1350 -2.3145 -0.09 -1.01 0.38 -0.30
C 0.8285 2.8484 1.5168 0.06 1.08 -2.19 -0.43
C 2.0327 0.9679 2.7894 -0.47 -0.49 -2.72 -0.40
N -2.0405 -3.5736 -3.5193 0.70 0.44 -1.66 -0.32
N 0.4335 -1.8090 -1.2783 -1.70 -1.39 -0.91 -0.61
N -3.1049 -1.6684 -2.9465 0.49 1.11 1.15 -0.52
N -1.7400 -1.0419 -1.0288 0.01 1.64 -0.23 -0.59
N 0.8996 1.5421 1.9876 -1.04 -4.12 -0.40 -0.53
O 1.0110 -3.4033 -2.8597 -0.93 0.22 0.86 -0.36
O -0.1482 -0.7195 2.0075 0.38 -1.50 0.49 -0.81
O -1.3735 1.1165 0.8961 0.83 0.31 -0.06 -0.82
S -0.1619 0.5250 1.3706 -1.26 0.74 0.45 2.32
H -3.7018 -2.9168 -4.6775 1.53 0.60 1.22 0.28
H -1.6167 -4.1346 -1.7238 0.22 2.22 0.27 0.38
H 0.5650 3.4259 2.3569 -0.48 1.30 0.81 0.25
H 1.8608 3.0615 1.2175 -0.53 0.77 -0.58 0.24
H 0.0080 2.8436 0.7143 1.62 0.92 1.07 0.26
H 1.8438 -0.1147 2.7746 0.90 0.47 0.24 0.26
H 2.9650 1.3695 2.3818 -0.06 -0.62 -0.17 0.24
H 1.9159 1.3648 3.7237 -0.36 0.82 2.70 0.25
H 1.3979 -1.7336 -1.1491 1.95 0.45 0.38 0.45
H -3.8645 -0.9266 -3.1224 1.79 -1.20 0.81 0.50
H -2.3263 -0.2033 -0.8762 0.79 -0.40 0.45 0.46